1.
One molecule with the formula C20H21N3O5 at a distorted geometry. Source: OMol25; level of theory: ωB97M-V/def2-TZVPD.

- Orbital gap: 0.3274 Ha
- Energy relative to the best compared isomer or geometry (same formula, charge and spin): 287.5 kJ/mol
- SMILES string: COc1ccc(NC(=O)c2ccc(OCc3c(C)noc3C)c(OC)c2)cn1
- HOMO: -0.305 Ha
- E_LUMO: 0.60 eV

Each line ends with the natural charge from an NBO analysis.
CARTESIAN COORDINATES (ANGSTROEM)
1 O 1.4813 -2.6268 -0.4386  -0.275
2 O 1.3215 0.1240 2.0546  -0.507
3 O -3.1551 -2.8273 -0.2782  -0.486
4 O 3.4271 1.0101 0.6575  -0.511
5 O -1.7414 4.6403 -0.2347  -0.592
6 N -2.7002 2.6184 -0.2113  -0.612
7 N 1.0525 -1.9772 -1.5513  -0.164
8 N -3.9460 -0.7635 0.3502  -0.488
9 C 1.8206 -0.9328 -1.7214  0.177
10 C -4.2614 -3.3576 0.4256  -0.253
11 C -3.8140 0.5534 0.3523  0.018
12 C 3.8218 0.1842 -0.4339  -0.073
13 C -1.9743 -0.9207 -0.9973  -0.285
14 C 3.1648 -2.4857 1.3169  -0.680
15 C 2.0551 2.6719 -0.4170  -0.256
16 C 0.2208 -0.4531 2.7155  -0.256
17 C -0.2853 2.7896 0.0824  -0.140
18 C 2.8081 -0.8800 -0.6976  -0.233
19 C -1.6081 3.4369 -0.1426  0.666
20 C 0.8184 3.2613 -0.6125  -0.189
21 C 1.0946 1.1611 1.2076  0.336
22 C -2.7743 1.2223 -0.2798  0.064
23 C 2.2046 1.6201 0.4715  0.242
24 C -0.1380 1.7661 1.0151  -0.284
25 C 1.6280 0.0023 -2.8575  -0.657
26 C -3.0442 -1.4909 -0.2902  0.498
27 C 2.5283 -1.9736 0.0817  0.386
28 C -1.8507 0.4483 -0.9955  -0.173
29 H -4.1932 -4.4379 0.3184  0.192
30 H -0.9953 1.4445 1.5843  0.233
31 H 4.1872 -2.8005 1.1120  0.233
32 H -4.2205 -3.0761 1.4804  0.186
33 H 0.6973 4.0785 -1.3062  0.234
34 H -4.5807 1.0946 0.8921  0.191
35 H -5.1994 -2.9906 0.0033  0.189
36 H 2.5981 -3.3313 1.6960  0.238
37 H 3.1924 -1.6915 2.0603  0.252
38 H -3.5847 3.1123 -0.1978  0.413
39 H 4.7747 -0.2510 -0.1235  0.207
40 H 2.9208 3.0258 -0.9571  0.227
41 H -1.0527 0.9249 -1.5424  0.226
42 H 0.7618 -0.3050 -3.4360  0.238
43 H 0.6243 -1.2920 3.2800  0.200
44 H 2.5069 -0.0059 -3.5009  0.228
45 H -0.2501 0.2521 3.4072  0.179
46 H -1.2734 -1.5552 -1.5156  0.260
47 H -0.5250 -0.8210 2.0026  0.187
48 H 3.9748 0.7870 -1.3389  0.182
49 H 1.4821 1.0173 -2.4897  0.233

Forces on the atoms, in the same order (eV/Å):
0.448 -0.193 0.745
0.312 0.283 -0.198
0.309 -0.065 -0.199
-0.232 0.471 0.238
0.138 0.147 -0.074
-0.532 0.287 0.056
-0.483 0.419 -1.072
0.067 -0.784 -0.159
0.165 -0.424 0.500
-0.280 -0.124 0.174
0.423 0.485 -0.107
-0.063 -0.390 -0.147
-0.177 -0.138 0.104
-0.131 -0.018 -0.090
0.132 -0.191 0.208
-0.271 -0.106 0.096
0.443 0.147 0.089
-0.101 -0.491 0.308
-0.122 0.065 0.092
-0.324 -0.021 0.005
0.214 -0.010 -0.063
-0.121 -0.660 -0.043
-0.056 -0.122 0.033
0.132 -0.002 0.132
-0.064 -0.071 0.000
-0.135 0.647 0.091
0.308 0.739 -0.544
-0.368 -0.158 0.038
0.012 0.051 -0.003
-0.049 -0.098 0.026
0.038 -0.069 0.025
-0.044 -0.047 -0.065
-0.014 0.100 -0.043
-0.010 0.203 0.053
0.038 -0.057 0.063
0.024 -0.070 0.092
-0.014 0.009 0.068
0.225 0.054 -0.057
-0.045 0.119 -0.108
0.114 0.011 -0.036
0.090 0.007 -0.069
-0.056 0.025 -0.101
-0.069 0.035 -0.007
0.005 0.045 -0.081
0.010 -0.022 -0.024
0.061 -0.039 -0.043
0.013 0.025 0.012
0.063 -0.052 0.126
-0.021 0.049 -0.041



2.
A 4-piece molecular cluster, C58H54Br2NO7 overall at a distorted geometry. Source: OMol25; level of theory: ωB97M-V/def2-TZVPD.

- Orbital gap: 0.2718 Ha
- Total charge: +1
- HOMO: -0.406 Ha
- E_LUMO: -3.64 eV

Each line ends with the Mulliken charge.
CARTESIAN COORDINATES (ANGSTROEM)
1 Br 3.6650 1.4478 -6.1239  -0.040
2 Br 3.8859 0.0780 -3.0083  -0.079
3 O -3.3358 0.9554 -6.0921  -0.464
4 O -2.4058 -1.8847 -1.6291  -0.725
5 O -7.2676 -2.8318 0.4033  -0.653
6 O 4.2180 2.6533 0.7287  -0.717
7 O 4.0115 -6.9641 7.3663  -0.657
8 O 3.5917 1.3705 5.8902  -0.652
9 O -0.1184 -4.1910 5.3962  -0.703
10 N 2.0189 3.3281 -3.9513  0.196
11 C -5.6744 -0.0958 -3.4678  -0.053
12 C -6.9480 -0.3789 -2.9799  -0.855
13 C 1.1710 0.0946 -2.2303  -0.790
14 C 4.2621 5.7329 3.5577  -0.490
15 C -2.5474 -3.4375 0.6877  -0.675
16 C 3.9877 0.9398 2.3297  0.585
17 C -3.4800 3.3145 -5.7571  -0.955
18 C 1.7607 1.8759 -3.8849  1.258
19 C 4.1055 3.4129 2.9579  0.137
20 C -2.6731 -4.1639 1.8566  -0.411
21 C 3.0552 -6.3443 6.9520  0.579
22 C 3.7509 -0.7279 4.0541  -0.694
23 C 4.0538 5.4037 4.8929  -0.508
24 C 4.2826 4.7413 2.5921  -0.495
25 C 1.9044 1.4409 -5.3241  -0.303
26 C 1.7949 -2.7829 6.8246  -0.505
27 C 1.7262 5.2285 -5.3858  -1.280
28 C -2.5886 -0.2079 -5.8247  -0.433
29 C -3.0750 1.9802 -5.1464  1.242
30 C -3.5065 -2.0849 -1.1480  0.535
31 C 2.9407 -4.8754 7.1728  0.178
32 C 0.5316 5.8792 -4.6556  -1.078
33 C 3.9369 -1.3906 1.7502  -0.722
34 C 0.8760 -6.3130 5.6990  0.180
35 C 3.9231 -4.2140 7.9010  -0.700
36 C 1.9648 -7.0306 6.2008  0.332
37 C 1.8682 -4.1571 6.6418  0.275
38 C -6.1640 -2.6013 -0.0406  0.520
39 C 3.8818 4.0814 5.2647  -0.502
40 C 2.2465 1.0749 -2.6859  -0.338
41 C -4.5636 -0.6548 -2.8594  0.099
42 C 1.0208 -9.0617 5.3355  -0.455
43 C -0.8150 5.3014 -5.1224  -0.353
44 C -4.9394 -3.1375 0.6199  0.137
45 C 3.8023 -1.7233 3.0940  -0.532
46 C 3.7658 1.6610 4.7249  0.443
47 C -4.7206 -1.4890 -1.7642  -0.370
48 C -3.6735 -2.9091 0.0740  0.226
49 C 3.8448 -2.8421 8.0808  -0.467
50 C 4.0290 -0.0630 1.3689  -0.847
51 C 3.8398 0.6054 3.6777  0.324
52 C -3.9290 -4.3725 2.4178  -0.457
53 C -0.0714 -8.3498 4.8502  -0.572
54 C 0.7922 -4.8375 5.8738  0.550
55 C -7.1067 -1.2029 -1.8768  -0.596
56 C -1.6867 4.7822 -3.9639  0.028
57 C -5.0609 -3.8702 1.7948  -0.672
58 C 2.7815 -2.1268 7.5375  -0.609
59 C 3.9166 3.0808 4.3022  0.080
60 C -3.1447 5.2072 -3.9571  -1.127
61 C 1.6579 3.7809 -5.0935  0.624
62 C -0.1418 -6.9791 5.0279  -0.574
63 C -5.9916 -1.7535 -1.2573  0.320
64 C 4.1131 2.3609 1.9046  0.540
65 C 0.0092 0.7831 -1.5374  -0.645
66 C 2.0361 -8.4045 6.0088  -0.644
67 C -4.1128 4.3150 -4.7800  -0.653
68 C 1.1924 2.6732 -5.9762  -0.441
69 H -5.5535 0.5544 -4.3256  0.538
70 H 1.6483 -0.5741 -1.5294  0.640
71 H 4.7494 -4.7744 8.3159  0.488
72 H -0.6865 4.5169 -5.8569  0.021
73 H 4.0306 6.1813 5.6447  0.407
74 H 0.6426 5.7141 -3.5887  0.431
75 H 1.6915 5.4378 -6.4453  0.347
76 H 4.4076 6.7661 3.2716  0.407
77 H 4.4399 4.9934 1.5527  0.460
78 H 0.8537 -0.4921 -3.0889  0.203
79 H -3.1056 -1.0928 -6.1732  0.305
80 H -4.7224 4.9702 -5.3905  0.401
81 H 0.6744 1.8442 -3.7514  -1.153
82 H -0.9885 -6.4217 4.6514  0.608
83 H -2.3883 -0.3365 -4.7654  0.048
84 H 4.6138 -2.3272 8.6412  0.443
85 H 1.2930 0.5624 -5.4735  0.526
86 H -4.7981 3.7703 -4.1399  0.336
87 H -1.3746 6.0747 -5.6358  0.790
88 H 3.7244 3.8205 6.3020  0.482
89 H -7.8179 0.0496 -3.4597  0.418
90 H 2.8851 -8.9542 6.3909  0.487
91 H 0.5446 6.9456 -4.8366  0.386
92 H -3.4711 5.1585 -2.9238  0.349
93 H 0.9678 -2.2303 6.4006  0.497
94 H 3.9731 -2.1706 1.0008  0.446
95 H -1.2460 5.1830 -3.0540  0.722
96 H 1.0766 -10.1324 5.1905  0.405
97 H -1.7879 -4.5598 2.3372  0.485
98 H -4.0241 -4.9287 3.3408  0.430
99 H -1.6062 3.7065 -3.8595  -0.577
100 H 3.7366 -2.7617 3.3920  0.517
101 H 2.4041 3.8921 -3.2023  0.423
102 H -6.0396 -4.0345 2.2239  0.483
103 H 0.3481 1.3955 -0.7103  0.373
104 H 0.1103 2.5991 -5.8910  -0.318
105 H -0.5549 1.4214 -2.2166  -0.014
106 H -2.6568 3.7304 -6.3256  0.242
107 H -1.6236 -0.1957 -6.3403  0.290
108 H -1.9959 1.9818 -4.9588  -0.895
109 H -0.6794 0.0241 -1.1874  0.200
110 H -0.8680 -8.8676 4.3323  0.407
111 H -3.2686 6.2417 -4.2575  0.396
112 H 2.7252 -1.0533 7.6682  0.442
113 H -3.6403 1.8099 -4.2309  0.184
114 H 1.5101 2.9036 -6.9796  0.547
115 H 3.6430 -0.9846 5.0989  0.695
116 H -4.2456 3.0671 -6.4843  0.505
117 H 2.6446 5.6092 -4.9484  0.429
118 H 2.4296 1.7721 -1.8757  0.509
119 H -3.5722 -0.4518 -3.2277  0.273
120 H -8.0935 -1.4176 -1.4906  0.496
121 H -1.5720 -3.2662 0.2541  0.487
122 H 4.1381 0.2006 0.3259  0.655

Forces on the atoms, in the same order (eV/Å):
-0.014 -0.393 0.135
0.068 0.201 0.188
-0.074 -0.047 0.198
0.059 0.059 -0.003
0.057 0.011 -0.037
-0.102 0.040 -0.149
-0.053 0.024 -0.010
0.001 0.025 -0.078
-0.095 -0.138 -0.090
0.344 -0.574 0.003
-0.075 -0.030 0.055
0.076 -0.003 0.006
0.231 0.297 0.049
-0.017 -0.010 0.035
0.148 -0.033 0.102
-0.003 0.061 0.087
-0.538 -0.248 0.248
-0.405 -0.578 0.792
0.004 -0.087 0.062
-0.013 -0.066 0.110
0.216 -0.131 0.079
-0.010 -0.144 0.032
0.008 0.018 -0.053
-0.007 0.133 0.023
-0.958 1.276 -0.658
0.014 0.174 -0.001
-0.306 0.089 0.588
0.326 -0.235 -0.119
0.203 0.268 -0.818
0.167 0.019 -0.025
-0.085 0.035 -0.024
-0.251 -0.298 -0.558
-0.020 -0.014 0.029
0.058 -0.008 0.087
0.090 0.125 0.015
-0.069 0.109 -0.017
0.093 -0.117 0.037
-0.224 -0.050 0.121
0.011 0.105 0.052
0.220 0.148 -0.168
-0.284 0.155 -0.174
-0.039 0.036 -0.019
-0.519 0.108 0.316
0.059 0.042 -0.053
-0.005 -0.005 -0.058
-0.042 -0.083 0.293
0.061 -0.060 0.125
-0.116 0.009 -0.045
-0.061 -0.054 -0.044
-0.028 -0.118 -0.049
0.009 0.051 -0.117
0.015 0.022 -0.103
0.041 -0.023 0.006
-0.112 0.182 -0.113
-0.056 0.088 -0.092
0.428 0.635 0.240
0.049 -0.039 0.104
0.090 0.059 0.070
0.018 -0.003 -0.114
-0.605 -0.909 0.068
0.394 0.681 -0.202
-0.066 -0.100 -0.065
0.064 -0.015 0.001
0.014 0.001 -0.069
-0.125 -0.122 -0.418
-0.031 -0.124 -0.032
0.618 0.358 -0.580
0.798 -0.032 0.497
-0.019 -0.038 -0.036
0.053 -0.325 0.140
-0.034 -0.092 -0.042
0.133 -0.093 -0.283
0.005 0.002 -0.001
0.106 0.089 0.201
0.056 -0.068 -0.243
-0.002 0.006 0.008
-0.001 -0.093 -0.027
-0.163 -0.221 -0.052
-0.344 -0.023 -0.109
-0.283 0.164 -0.015
-0.190 -0.066 0.031
0.039 0.093 0.036
-0.001 -0.024 0.218
-0.004 0.003 0.008
0.540 -0.572 -0.346
-0.088 -0.071 0.236
-0.070 0.197 -0.166
0.008 -0.104 -0.020
-0.002 -0.003 -0.003
0.040 0.087 0.051
0.193 0.237 0.060
-0.110 0.124 0.237
-0.054 -0.088 -0.017
0.013 -0.006 -0.002
0.034 0.050 0.242
-0.005 -0.002 0.002
-0.023 0.001 0.047
0.000 -0.003 -0.001
0.007 -0.326 -0.010
-0.004 0.001 0.006
-0.015 -0.062 0.040
-0.051 0.037 -0.088
0.063 0.046 0.270
-0.283 -0.067 -0.125
-0.141 0.127 -0.065
0.148 0.225 -0.110
0.153 0.202 -0.095
0.097 -0.105 0.447
-0.198 -0.058 0.198
0.003 -0.006 -0.001
0.238 0.225 -0.106
0.020 0.002 0.009
0.139 -0.168 0.308
-0.240 -0.225 -0.488
-0.006 0.086 0.023
-0.152 -0.077 -0.228
0.267 0.141 -0.176
0.361 0.052 0.250
0.069 -0.049 0.093
0.036 -0.050 0.081
-0.033 0.049 -0.072
0.050 0.084 -0.011



3.
A 2-piece molecular cluster, C3H7NO overall. Source: OMol25; level of theory: ωB97M-V/def2-TZVPD.

- Orbital gap: 0.3952 Ha
- Energy relative to the best compared isomer or geometry (same formula, charge and spin): 312.9 kJ/mol
- SMILES string: O=C[C@H]1CN1.[H][H]
- HOMO: -0.364 Ha
- E_LUMO: 0.86 eV

Each line ends with the natural charge from an NBO analysis.
CARTESIAN COORDINATES (ANGSTROEM)
1 O -1.0213 0.8475 -1.4763  -0.504
2 N 1.1161 -0.7693 -0.4362  -0.550
3 C 0.7824 0.5518 0.0797  -0.220
4 C -0.2661 1.3197 -0.6626  0.429
5 C 0.4555 -0.6888 0.8480  -0.227
6 H -2.6670 -1.1252 -0.1057  -0.035
7 H 2.1105 -0.9472 -0.3326  0.357
8 H 1.0290 -0.8610 1.7578  0.195
9 H -0.5650 -1.0590 0.8668  0.217
10 H 1.5731 1.1726 0.5004  0.201
11 H -0.3177 2.3985 -0.4031  0.107
12 H -2.2293 -0.8397 -0.6362  0.029

Forces on the atoms, in the same order (eV/Å):
0.379 0.248 0.343
0.231 -0.119 -0.054
0.048 0.238 -0.031
-0.241 -0.143 -0.188
-0.147 -0.100 0.259
-0.053 -0.044 -0.044
-0.090 0.019 0.001
-0.077 0.042 -0.171
0.167 0.131 -0.056
-0.091 -0.093 -0.089
0.002 -0.092 -0.021
-0.128 -0.087 0.052